C54H121O40P7 | wB97M-V/def2-TZVPD

Each atom is followed by the atoms it is bonded to, with distances in Å.
Positions of all 222 atoms, in Å:
1 C -6.1745 -27.6060 10.0914  C2 1.488, H12 1.090, H13 1.090, H14 1.090
2 C -5.6455 -28.1185 8.7986  C1 1.488, O3 1.409, H15 1.090, H16 1.090
3 O -6.5739 -28.0158 7.7438  C2 1.409, P4 1.625
4 P -6.9178 -29.2241 6.7128  O3 1.625, O5 1.496, O6 1.644, O9 1.623
5 O -7.7799 -28.7315 5.5938  P4 1.496
6 O -7.5381 -30.4933 7.5538  P4 1.644, C7 1.420
7 C -8.8313 -30.4564 8.1386  O6 1.420, C8 1.551, H17 1.090, H18 1.090
8 C -10.0053 -30.8176 7.1915  C7 1.551, H19 1.090, H20 1.090, H21 1.090
9 O -5.4492 -29.7783 6.2987  P4 1.623, C10 1.402
10 C -4.6672 -28.8530 5.5936  O9 1.402, C11 1.535, H22 1.090, H23 1.090
11 C -3.3235 -29.4904 5.2123  C10 1.535, H24 1.090, H25 1.090, H26 1.090
12 H -6.6395 -26.6203 10.0715  C1 1.090
13 H -7.0054 -28.2384 10.4044  C1 1.090
14 H -5.3286 -27.6125 10.7788  C1 1.090
15 H -4.7979 -27.5345 8.4400  C2 1.090
16 H -5.2428 -29.1286 8.8731  C2 1.090
17 H -8.8228 -31.2770 8.8561  C7 1.090
18 H -8.9765 -29.5323 8.6981  C7 1.090
19 H -9.8962 -31.8677 6.9202  C8 1.090
20 H -10.8948 -30.6972 7.8099  C8 1.090
21 H -10.1292 -30.2209 6.2877  C8 1.090
22 H -5.2337 -28.4253 4.7664  C10 1.090
23 H -4.6414 -27.9341 6.1792  C10 1.090
24 H -2.9550 -29.1850 4.2330  C11 1.090
25 H -2.6021 -29.2791 6.0016  C11 1.090
26 H -3.4384 -30.5598 5.0356  C11 1.090
27 C 4.6597 -23.3934 -5.3286  C28 1.522, H38 1.090, H39 1.090, H40 1.090
28 C 5.5167 -22.1624 -5.0703  C27 1.522, O29 1.408, H41 1.090, H42 1.090
29 O 5.1393 -21.0750 -5.8805  C28 1.408, P30 1.651
30 P 5.9974 -20.7694 -7.2573  O29 1.651, O31 1.469, O32 1.611, O35 1.624
31 O 5.9536 -21.8386 -8.2633  P30 1.469
32 O 5.4115 -19.3618 -7.7782  P30 1.611, C33 1.459
33 C 5.1094 -19.2683 -9.2026  O32 1.459, C34 1.518, H43 1.090, H44 1.090
34 C 6.3367 -19.0857 -10.0770  C33 1.518, H45 1.090, H46 1.090, H47 1.090
35 O 7.4564 -20.4018 -6.6449  P30 1.624, C36 1.444
36 C 8.6110 -20.2132 -7.4921  O35 1.444, C37 1.501, H48 1.090, H49 1.090
37 C 9.7661 -20.0594 -6.5465  C36 1.501, H50 1.090, H51 1.090, H52 1.090
38 H 4.8506 -23.8490 -6.3002  C27 1.090
39 H 4.8345 -24.1590 -4.5728  C27 1.090
40 H 3.6114 -23.1036 -5.2570  C27 1.090
41 H 5.4741 -21.8729 -4.0203  C28 1.090
42 H 6.5005 -22.4953 -5.4010  C28 1.090
43 H 4.5951 -20.1384 -9.6105  C33 1.090
44 H 4.4354 -18.4401 -9.4214  C33 1.090
45 H 6.7445 -18.0770 -10.0119  C34 1.090
46 H 7.1217 -19.8208 -9.8995  C34 1.090
47 H 6.0832 -19.1773 -11.1331  C34 1.090
48 H 8.6928 -21.0525 -8.1827  C36 1.090
49 H 8.5138 -19.3061 -8.0886  C36 1.090
50 H 9.7023 -20.7911 -5.7411  C37 1.090
51 H 10.7517 -20.0185 -7.0101  C37 1.090
52 H 9.5957 -19.0969 -6.0641  C37 1.090
53 C -10.8298 -19.9379 -1.4195  C54 1.525, H64 1.090, H65 1.090, H66 1.090
54 C -10.1995 -21.1293 -0.7058  C53 1.525, O55 1.448, H67 1.090, H68 1.090
55 O -8.7672 -20.9254 -0.7641  C54 1.448, P56 1.610
56 P -7.9703 -21.8502 -1.8130  O55 1.610, O57 1.492, O58 1.659, O61 1.635
57 O -8.6769 -22.1692 -3.0875  P56 1.492
58 O -6.5004 -21.1319 -2.0889  P56 1.659, C59 1.407
59 C -5.6946 -20.6229 -1.0545  O58 1.407, C60 1.536, H69 1.090, H70 1.090
60 C -5.1256 -19.2876 -1.5561  C59 1.536, H71 1.090, H72 1.090, H73 1.090
61 O -7.6373 -23.1864 -0.9322  P56 1.635, C62 1.444
62 C -7.0742 -24.2762 -1.6946  O61 1.444, C63 1.526, H74 1.090, H75 1.090
63 C -5.6986 -24.4845 -1.0672  C62 1.526, H76 1.090, H77 1.090, H78 1.090
64 H -10.5282 -19.8214 -2.4604  C53 1.090
65 H -11.9149 -19.8373 -1.4426  C53 1.090
66 H -10.4382 -19.1106 -0.8276  C53 1.090
67 H -10.5020 -21.1714 0.3406  C54 1.090
68 H -10.5010 -22.0145 -1.2658  C54 1.090
69 H -6.2666 -20.3117 -0.1804  C59 1.090
70 H -4.8577 -21.2464 -0.7400  C59 1.090
71 H -5.8521 -18.5502 -1.8974  C60 1.090
72 H -4.6572 -18.7746 -0.7161  C60 1.090
73 H -4.2958 -19.4405 -2.2460  C60 1.090
74 H -7.6714 -25.1697 -1.5126  C62 1.090
75 H -7.1246 -24.1400 -2.7748  C62 1.090
76 H -5.1086 -23.5708 -1.1394  C63 1.090
77 H -5.6174 -24.7934 -0.0250  C63 1.090
78 H -5.2106 -25.2136 -1.7140  C63 1.090
79 C 9.4532 -20.9110 5.5083  C80 1.487, H90 1.090, H91 1.090, H92 1.090
80 C 8.0238 -20.9731 5.9121  C79 1.487, O81 1.404, H93 1.090, H94 1.090
81 O 7.8788 -21.8936 6.9617  C80 1.404, P82 1.624
82 P 7.0195 -23.2701 6.8978  O81 1.624, O83 1.471, O84 1.618, O87 1.667
83 O 7.4589 -24.2000 5.8455  P82 1.471
84 O 7.1427 -23.8756 8.3936  P82 1.618, C85 1.418
85 C 8.3912 -24.2597 8.9449  O84 1.418, C86 1.508, H95 1.090, H96 1.090
86 C 8.3391 -23.9230 10.4141  C85 1.508, H97 1.090, H98 1.090, H99 1.090
87 O 5.4457 -22.7272 6.8059  P82 1.667, C88 1.422
88 C 4.4266 -23.5733 6.2872  O87 1.422, C89 1.537, H100 1.090, H101 1.090
89 C 4.0918 -24.7788 7.1800  C88 1.537, H102 1.090, H103 1.090, H104 1.090
90 H 10.1435 -20.7233 6.3307  C79 1.090
91 H 9.7728 -21.7383 4.8746  C79 1.090
92 H 9.6134 -20.1257 4.7695  C79 1.090
93 H 7.8750 -19.9567 6.2767  C80 1.090
94 H 7.4820 -21.2885 5.0204  C80 1.090
95 H 8.7250 -25.2668 8.6951  C85 1.090
96 H 9.1919 -23.7076 8.4528  C85 1.090
97 H 7.7414 -24.6917 10.9039  C86 1.090
98 H 9.3291 -23.7611 10.8404  C86 1.090
99 H 7.7515 -23.0080 10.4884  C86 1.090
100 H 3.5615 -22.9295 6.1281  C88 1.090
101 H 4.7941 -23.7978 5.2859  C88 1.090
102 H 3.5334 -25.3861 6.4677  C89 1.090
103 H 4.9641 -25.2940 7.5821  C89 1.090
104 H 3.4209 -24.5568 8.0099  C89 1.090
105 C 13.3088 -23.2729 -1.7573  C106 1.550, H116 1.090, H117 1.090, H118 1.090
106 C 11.9003 -23.3348 -2.4006  C105 1.550, O107 1.435, H119 1.090, H120 1.090
107 O 11.4135 -24.6811 -2.2964  C106 1.435, P108 1.633
108 P 9.8179 -24.9230 -2.5430  O107 1.633, O109 1.501, O110 1.594, O113 1.601
109 O 9.3355 -26.3337 -2.3648  P108 1.501
110 O 9.6826 -24.4805 -4.0683  P108 1.594, C111 1.426
111 C 9.9304 -25.3960 -5.1333  O110 1.426, C112 1.546, H121 1.090, H122 1.090
112 C 8.6462 -26.0160 -5.7293  C111 1.546, H123 1.090, H124 1.090, H125 1.090
113 O 9.0106 -23.7797 -1.7660  P108 1.601, C114 1.486
114 C 8.5576 -24.0650 -0.3798  O113 1.486, C115 1.506, H126 1.090, H127 1.090
115 C 7.0575 -24.1863 -0.3356  C114 1.506, H128 1.090, H129 1.090, H130 1.090
116 H 14.0504 -23.8392 -2.3206  C105 1.090
117 H 13.7312 -22.2681 -1.7616  C105 1.090
118 H 13.2089 -23.5013 -0.6962  C105 1.090
119 H 11.1520 -22.6016 -2.0998  C106 1.090
120 H 12.2492 -23.0783 -3.4010  C106 1.090
121 H 10.5753 -24.9138 -5.8679  C111 1.090
122 H 10.5091 -26.2604 -4.8076  C111 1.090
123 H 8.8416 -26.9013 -6.3344  C112 1.090
124 H 7.9497 -26.3445 -4.9579  C112 1.090
125 H 8.1435 -25.3984 -6.4736  C112 1.090
126 H 8.8116 -25.0728 -0.0513  C114 1.090
127 H 9.0046 -23.3583 0.3194  C114 1.090
128 H 6.8477 -24.4221 0.7077  C115 1.090
129 H 6.5522 -23.2582 -0.6030  C115 1.090
130 H 6.6530 -25.0221 -0.9064  C115 1.090
131 C 3.2601 -29.6963 -3.7643  C132 1.485, H142 1.090, H143 1.090, H144 1.090
132 C 4.4152 -30.1420 -2.9452  C131 1.485, O133 1.430, H145 1.090, H146 1.090
133 O 3.9749 -30.4367 -1.6168  C132 1.430, P134 1.635
134 P 4.2156 -29.3872 -0.3860  O133 1.635, O135 1.510, O136 1.605, O139 1.669
135 O 3.5081 -28.0534 -0.3923  P134 1.510
136 O 3.7772 -30.2498 0.8950  P134 1.605, C137 1.393
137 C 3.5288 -29.6460 2.1255  O136 1.393, C138 1.533, H147 1.090, H148 1.090
138 C 4.7512 -29.4568 3.0310  C137 1.533, H149 1.090, H150 1.090, H151 1.090
139 O 5.8614 -29.1265 -0.2966  P134 1.669, C140 1.398
140 C 6.7119 -30.2175 -0.5002  O139 1.398, C141 1.490, H152 1.090, H153 1.090
141 C 7.6931 -30.2070 0.6204  C140 1.490, H154 1.090, H155 1.090, H156 1.090
142 H 2.5468 -30.5140 -3.8676  C131 1.090
143 H 2.8177 -28.8152 -3.2997  C131 1.090
144 H 3.4805 -29.4569 -4.8046  C131 1.090
145 H 4.8252 -31.0372 -3.4130  C132 1.090
146 H 5.1248 -29.3154 -2.9801  C132 1.090
147 H 3.2053 -28.6152 1.9808  C137 1.090
148 H 2.7742 -30.2838 2.5859  C137 1.090
149 H 5.3436 -30.3696 2.9691  C138 1.090
150 H 5.4052 -28.6291 2.7565  C138 1.090
151 H 4.5903 -29.3706 4.1056  C138 1.090
152 H 6.1694 -31.1528 -0.6375  C140 1.090
153 H 7.2748 -30.1588 -1.4318  C140 1.090
154 H 8.3690 -31.0619 0.5984  C141 1.090
155 H 8.2736 -29.3014 0.7963  C141 1.090
156 H 7.1256 -30.2835 1.5480  C141 1.090
157 C -2.4548 -17.0907 9.5823  C158 1.491, H168 1.090, H169 1.090, H170 1.090
158 C -1.2834 -17.9013 9.1420  C157 1.491, O159 1.358, H171 1.090, H172 1.090
159 O -1.4785 -19.2359 9.3021  C158 1.358, P160 1.602
160 P -0.5485 -20.3372 8.6037  O159 1.602, O161 1.458, O162 1.604, O165 1.668
161 O 0.8114 -20.3615 9.1302  P160 1.458
162 O -1.4345 -21.6509 8.8501  P160 1.604, C163 1.434
163 C -1.1926 -22.4652 10.0055  O162 1.434, C164 1.549, H173 1.090, H174 1.090
164 C -1.9248 -21.9984 11.2885  C163 1.549, H175 1.090, H176 1.090, H177 1.090
165 O -0.7605 -20.0313 6.9783  P160 1.668, C166 1.421
166 C -2.0334 -20.0791 6.3481  O165 1.421, C167 1.573, H178 1.090, H179 1.090
167 C -1.9572 -19.2231 5.0303  C166 1.573, H180 1.090, H181 1.090, H182 1.090
168 H -2.6235 -17.4252 10.6059  C157 1.090
169 H -2.2937 -16.0126 9.5835  C157 1.090
170 H -3.3367 -17.3031 8.9780  C157 1.090
171 H -1.1522 -17.6741 8.0841  C158 1.090
172 H -0.3767 -17.6309 9.6831  C158 1.090
173 H -1.6191 -23.4566 9.8524  C163 1.090
174 H -0.1592 -22.6788 10.2783  C163 1.090
175 H -2.9771 -21.8672 11.0366  C164 1.090
176 H -1.8931 -22.7330 12.0932  C164 1.090
177 H -1.5425 -21.0792 11.7324  C164 1.090
178 H -2.2181 -21.1146 6.0621  C166 1.090
179 H -2.7963 -19.6091 6.9687  C166 1.090
180 H -2.8076 -19.3921 4.3696  C167 1.090
181 H -1.9228 -18.2314 5.4813  C167 1.090
182 H -1.0222 -19.4158 4.5043  C167 1.090
183 C -0.2522 -22.8916 0.3324  C184 1.537, O188 1.449, H189 1.090, H190 1.090
184 C 1.0149 -23.5369 0.9169  C183 1.537, O185 1.393, H191 1.090, H192 1.090
185 O 0.5492 -24.5112 1.7969  C184 1.393, C186 1.353
186 C -0.6885 -24.1946 2.2422  O185 1.353, O187 1.215, O188 1.402
187 O -1.2753 -24.6843 3.1870  C186 1.215
188 O -1.1719 -23.1701 1.4165  C183 1.449, C186 1.402
189 H -0.5378 -23.5029 -0.5236  C183 1.090
190 H -0.1460 -21.8176 0.1800  C183 1.090
191 H 1.5903 -22.7345 1.3785  C184 1.090
192 H 1.6873 -23.9543 0.1674  C184 1.090
193 C -8.2090 -23.6992 3.5423  C194 1.528, O198 1.403, H199 1.090, H200 1.090
194 C -6.7484 -23.2906 3.7270  C193 1.528, O195 1.395, H201 1.090, H202 1.090
195 O -6.9443 -22.1974 4.5708  C194 1.395, C196 1.291
196 C -8.1659 -21.7791 4.5788  O195 1.291, O197 1.211, O198 1.298
197 O -8.5437 -20.7805 5.1498  C196 1.211
198 O -8.9342 -22.5406 3.8608  C193 1.403, C196 1.298
199 H -8.4477 -24.4893 4.2542  C193 1.090
200 H -8.4119 -24.0174 2.5197  C193 1.090
201 H -6.3419 -22.8459 2.8187  C194 1.090
202 H -6.1234 -24.0814 4.1419  C194 1.090
203 C -1.4873 -20.3206 -8.1273  C204 1.518, O208 1.441, H209 1.090, H210 1.090
204 C -0.8190 -21.5151 -8.7828  C203 1.518, O205 1.436, H211 1.090, H212 1.090
205 O -0.9510 -22.4884 -7.7354  C204 1.436, C206 1.357
206 C -1.3066 -21.9199 -6.5552  O205 1.357, O207 1.234, O208 1.367
207 O -1.4863 -22.4801 -5.4710  C206 1.234
208 O -1.3859 -20.5637 -6.7109  C203 1.441, C206 1.367
209 H -2.5398 -20.2533 -8.4025  C203 1.090
210 H -0.9468 -19.4112 -8.3899  C203 1.090
211 H 0.1616 -21.2131 -9.1507  C204 1.090
212 H -1.4315 -21.8535 -9.6185  C204 1.090
213 C 1.9161 -17.8176 -2.9714  C214 1.533, O218 1.416, H219 1.090, H220 1.090
214 C 0.9276 -16.8666 -3.6550  C213 1.533, O215 1.393, H221 1.090, H222 1.090
215 O 1.7568 -15.9455 -4.2910  C214 1.393, C216 1.318
216 C 3.0099 -16.3541 -4.3218  O215 1.318, O217 1.256, O218 1.339
217 O 3.9111 -15.8152 -5.0104  C216 1.256
218 O 3.1561 -17.4252 -3.5313  C213 1.416, C216 1.339
219 H 1.6432 -18.8493 -3.1935  C213 1.090
220 H 1.9778 -17.6883 -1.8909  C213 1.090
221 H 0.4398 -16.3126 -2.8530  C214 1.090
222 H 0.0850 -17.3195 -4.1776  C214 1.090

Summary:
maximum force: 4.81 eV/Å
charge: 0
HOMO-LUMO gap: 10.26 eV
energy: -7529.7974 Eh
energy above the lowest of the compared OMol25 structures with the same formula, charge and spin: 121.8 kcal/mol